# 1
The following is a quantum chemistry calculation of a cluster of 2 separate species, C4H11NO in total in a non-equilibrium geometry, from OMol25.

ORCA input file:
```
! RIJCOSX wB97M-V def2-TZVPD def2/J DEFGRID3
* xyz 0 1
C 0.5148 1.0819 1.7697
C -0.1327 -0.2673 1.8561
N 0.6393 -1.4051 1.8066
O -1.3425 -0.3721 1.9693
H -0.1354 1.7514 1.2154
H 1.5027 1.1701 1.3003
H 0.8218 1.3153 2.8038
H 0.2003 -2.2972 1.6506
H 1.6177 -1.2480 1.9496
C -0.0953 0.6872 -2.1524
C -0.9335 -0.6062 -1.9426
H 0.7494 0.7058 -2.8547
H -0.7253 1.5222 -2.4173
H 0.5901 0.7059 -1.2844
H -0.6705 -0.9591 -0.9566
H -0.6069 -1.3717 -2.6358
H -1.9941 -0.4131 -2.0776
*
```

Summary:
* orbital gap: 10.64 eV
* ΔE to the lowest compared entry with this formula, charge and spin: 20.8 kcal/mol
* HOMO level: -9.82 eV

=====

# 2
The following is a quantum chemistry calculation of a cluster of 2 separate species, C4H8Cl3O4P in total in a non-equilibrium geometry, from OMol25.

ORCA input file:
```
! RIJCOSX wB97M-V def2-TZVPD def2/J DEFGRID3
* xyz 0 1
C -0.8285 -1.3996 -1.1561
C -1.9392 1.6542 0.4563
C 2.2922 -0.3592 -1.2449
C 1.4148 -1.0993 -0.6061
O -0.8181 -1.7730 1.7388
O 0.2501 0.6908 2.1195
O 0.1480 -0.7001 -0.4890
O -1.8949 0.2321 0.7455
P -0.5551 -0.3377 1.4252
Cl 1.7348 1.0078 -2.1858
Cl 2.7229 2.0149 1.4339
Cl 1.9075 -2.4951 0.4464
H -0.8104 -1.2720 -2.2796
H -1.7420 -1.0208 -0.7005
H -0.6421 -2.4620 -1.0681
H -1.2799 2.2386 1.0948
H -3.0972 2.0424 0.5140
H -1.6644 1.6681 -0.6028
H 3.4114 -0.3972 -1.3294
H 1.3900 1.7671 1.6881
*
```

Summary:
* orbital gap: 10.54 eV
* ΔE to the lowest compared entry with this formula, charge and spin: 32.7 kcal/mol
* HOMO level: -10.22 eV

=====

# 3
The following is a quantum chemistry calculation of a structure of composition C63H55AsKP3Si, from OMol25.

ORCA input file:
```
! RIJCOSX wB97M-V def2-TZVPD def2/J DEFGRID3
* xyz 0 1
K 1.5993 -0.9648 -1.0162
C 1.1210 -0.8580 3.4904
Si 2.1749 -0.4017 1.9583
C 3.9662 -0.9588 2.4907
C 4.2464 -1.5452 3.7279
C 5.5175 -1.9941 4.0636
C 6.5636 -1.8669 3.1627
C 6.3195 -1.2988 1.9221
C 5.0420 -0.8655 1.5876
P 4.6813 -0.1404 -0.0560
C 4.5090 -1.6068 -1.1539
C 4.4991 -2.9161 -0.6840
C 4.2536 -3.9739 -1.5525
C 4.0312 -3.7402 -2.9006
C 4.0335 -2.4357 -3.3840
C 4.2506 -1.3811 -2.5120
C 6.3071 0.5463 -0.5310
C 6.6922 1.7024 0.1538
C 7.8663 2.3586 -0.1686
C 8.6737 1.8777 -1.1951
C 8.3010 0.7316 -1.8771
C 7.1256 0.0672 -1.5448
C 2.4250 1.5176 2.2466
C 2.9030 1.9233 3.5014
C 3.0771 3.2515 3.8436
C 2.7583 4.2478 2.9250
C 2.2951 3.8836 1.6766
C 2.1395 2.5379 1.3285
P 1.6035 2.1517 -0.3874
C 2.4741 3.4836 -1.3190
C 3.8490 3.3295 -1.4918
C 4.5918 4.2660 -2.1880
C 3.9671 5.3804 -2.7372
C 2.6024 5.5464 -2.5701
C 1.8603 4.6061 -1.8635
C -0.1291 2.7495 -0.4053
C -0.8328 3.0794 0.7476
C -2.1565 3.5016 0.6757
C -2.7869 3.6200 -0.5531
C -2.0985 3.2823 -1.7127
C -0.7920 2.8299 -1.6331
H 1.5211 -0.5197 4.4510
H 0.9668 -1.9369 3.5426
H 0.1276 -0.4083 3.3800
H 3.4486 -1.6529 4.4530
H 5.6895 -2.4412 5.0357
H 7.5582 -2.2084 3.4202
H 7.1335 -1.1924 1.2135
H 4.6656 -3.1039 0.3700
H 4.2400 -4.9864 -1.1697
H 3.8520 -4.5683 -3.5739
H 3.8514 -2.2405 -4.4332
H 4.2175 -0.3601 -2.8835
H 6.0661 2.0913 0.9513
H 8.1467 3.2499 0.3777
H 9.5864 2.3966 -1.4566
H 8.9282 0.3437 -2.6697
H 6.8589 -0.8342 -2.0827
H 3.1512 1.1618 4.2330
H 3.4603 3.5152 4.8222
H 2.8785 5.2938 3.1779
H 2.0578 4.6570 0.9538
H 4.3452 2.4678 -1.0666
H 5.6588 4.1156 -2.2994
H 4.5437 6.1126 -3.2869
H 2.1050 6.4157 -2.9819
H 0.7985 4.7687 -1.7314
H -0.3426 3.0138 1.7115
H -2.6803 3.7612 1.5868
H -3.8112 3.9674 -0.6102
H -2.5822 3.3616 -2.6783
H -0.2666 2.5580 -2.5438
C -3.2007 0.0211 -1.2405
C -4.5518 -0.6744 -1.3889
As -5.4134 -1.4382 0.2263
C -6.8020 -2.3753 -0.7830
C -7.6713 -1.7062 -1.6432
C -8.5943 -2.4102 -2.3991
C -8.6614 -3.7951 -2.3024
C -7.8103 -4.4675 -1.4427
C -6.8848 -3.7584 -0.6845
C -6.4746 0.1095 0.7773
C -5.9976 1.4081 0.6302
C -6.7354 2.4886 1.0981
C -7.9574 2.2812 1.7165
C -8.4404 0.9887 1.8668
C -7.7010 -0.0896 1.4048
P -1.7164 -0.9213 -0.6842
C -2.0684 -1.3060 1.0671
C -2.6105 -0.3021 1.8744
C -2.8316 -0.5183 3.2242
C -2.4902 -1.7339 3.8007
C -1.9030 -2.7160 3.0199
C -1.6851 -2.4997 1.6682
C -1.8695 -2.5079 -1.5970
C -1.1982 -2.5886 -2.8141
C -1.3235 -3.7017 -3.6349
C -2.1209 -4.7630 -3.2399
C -2.7866 -4.7082 -2.0214
C -2.6591 -3.5931 -1.2111
H -3.2505 0.8957 -0.5910
H -2.9165 0.4439 -2.2080
H -4.4681 -1.5259 -2.0666
H -5.2712 0.0115 -1.8462
H -7.6357 -0.6251 -1.7128
H -9.2646 -1.8784 -3.0623
H -9.3838 -4.3445 -2.8915
H -7.8665 -5.5453 -1.3547
H -6.2278 -4.2919 -0.0049
H -5.0494 1.5937 0.1426
H -6.3532 3.4939 0.9724
H -8.5314 3.1223 2.0825
H -9.3974 0.8188 2.3434
H -8.0942 -1.0934 1.5242
H -2.8719 0.6640 1.4583
H -3.2710 0.2674 3.8254
H -2.6564 -1.9016 4.8561
H -1.6060 -3.6558 3.4665
H -1.2194 -3.2809 1.0810
H -0.5846 -1.7573 -3.1496
H -0.7968 -3.7367 -4.5795
H -2.2283 -5.6281 -3.8810
H -3.4145 -5.5311 -1.7060
H -3.1808 -3.5603 -0.2634
*
```

Summary:
* orbital gap: 5.75 eV
* HOMO level: -5.74 eV

=====

# 4
The following is a quantum chemistry calculation of a cluster of 3 separate species, C16H38NO11P3 in total in a non-equilibrium geometry, from OMol25.

ORCA input file:
```
! RIJCOSX wB97M-V def2-TZVPD def2/J DEFGRID3
* xyz 0 1
N -5.7197 1.5930 5.9689
P -4.3219 0.7016 5.5025
O -3.4998 0.3455 6.8687
C -3.3333 2.0445 4.6780
C -3.8988 2.0964 3.2330
C -2.6215 2.2017 2.4158
O -1.6733 1.3813 3.1256
C -1.9232 1.4831 4.4611
O -1.1231 1.1857 5.2945
H -6.5205 1.0963 5.5947
H -5.7563 2.5108 5.5358
H -3.6393 -0.5863 7.0468
H -3.3570 3.0179 5.1686
H -4.4106 1.1507 3.0340
H -4.6330 2.8899 3.1038
H -2.7384 1.7947 1.4176
H -2.2281 3.2163 2.4943
C -3.6722 3.0104 -5.4203
C -4.0348 2.3508 -4.1038
O -3.1181 1.3172 -3.7180
P -1.6084 1.7061 -3.3327
O -1.5813 2.5735 -2.1511
O -1.0671 0.2675 -2.8520
C -0.7094 0.0114 -1.4954
C -1.8911 -0.4804 -0.6907
O -0.8895 1.7548 -4.7254
C -0.1579 0.6872 -5.3599
C -1.0426 -0.4467 -5.8210
H -2.7318 3.5587 -5.3464
H -4.4501 3.7156 -5.7141
H -3.5523 2.2644 -6.2064
H -4.0934 3.0948 -3.3051
H -5.0096 1.8717 -4.1831
H -0.2457 0.8885 -1.0458
H 0.0576 -0.7658 -1.5208
H -2.7593 0.1691 -0.8145
H -1.6292 -0.5229 0.3686
H -2.1973 -1.4762 -1.0145
H 0.6449 0.3455 -4.7101
H 0.3191 1.1474 -6.2248
H -1.6459 -0.8549 -5.0133
H -0.4198 -1.2463 -6.2235
H -1.7268 -0.1078 -6.6004
C 1.9491 -0.0882 1.8426
C 3.2837 0.3061 1.2347
O 4.1794 -0.8054 1.1082
P 3.7658 -1.9896 0.0556
O 3.8237 -1.2976 -1.2469
O 5.0512 -2.9540 0.0739
C 5.9013 -3.1117 -1.0645
C 7.0184 -2.0906 -1.0650
O 2.8926 -2.8009 1.0963
C 3.3301 -3.9111 1.9032
C 4.3101 -3.5076 2.9797
H 1.4075 -0.7677 1.1805
H 1.3229 0.7896 2.0076
H 2.0881 -0.6018 2.7936
H 3.1374 0.7632 0.2517
H 3.7846 1.0380 1.8675
H 5.3246 -3.0780 -1.9874
H 6.3177 -4.1181 -0.9904
H 6.6297 -1.0827 -0.9218
H 7.5672 -2.1247 -2.0068
H 7.7162 -2.2876 -0.2497
H 3.7183 -4.7083 1.2721
H 2.4230 -4.2985 2.3671
H 5.1781 -2.9906 2.5777
H 4.6526 -4.4010 3.5036
H 3.8369 -2.8376 3.6980
*
```

Summary:
* orbital gap: 9.49 eV
* HOMO level: -8.77 eV

=====

# 5
The following is a quantum chemistry calculation of a structure of composition C20H24N2O4OsP2 in a non-equilibrium geometry, from OMol25.

ORCA input file:
```
! RIJCOSX wB97M-V def2-TZVPD def2/J DEFGRID3
* xyz 2 5
C -1.5463 3.3920 -3.6750
C -1.3464 2.0258 -3.3917
C -0.0855 1.4439 -3.5503
C 0.9951 2.2600 -4.0520
C 0.7490 3.6180 -4.3660
C -0.5040 4.1766 -4.1543
C 2.2625 1.6573 -4.1193
C 2.4210 0.2635 -3.9969
C 1.2853 -0.4906 -3.5194
C 1.3941 -1.8785 -3.3434
C 2.6487 -2.5081 -3.5223
C 3.7517 -1.7884 -3.9777
C 3.6350 -0.4241 -4.2364
H -2.5278 3.8285 -3.4590
H 1.5811 4.2097 -4.7440
H -0.6670 5.2302 -4.3364
H 3.1379 2.2724 -4.3932
H 2.7380 -3.5688 -3.2574
H 4.7139 -2.2929 -4.0928
H 4.4826 0.1542 -4.5972
N 0.1994 0.1969 -3.0613
Os 0.1841 0.0482 -0.7215
C -2.3962 1.2034 -2.7221
H -2.4652 0.1987 -3.2003
H -3.3774 1.6959 -2.7304
C 0.2317 -2.6201 -2.7472
H -0.7096 -2.2982 -3.2443
H 0.3753 -3.7041 -2.8443
P -1.9524 0.9081 -0.9402
P 0.0323 -2.1785 -0.9690
C 1.3406 -3.1370 -0.0982
H 1.2259 -2.9652 0.9907
H 1.2426 -4.2197 -0.3214
H 2.3306 -2.7742 -0.4348
C -1.5242 -3.0268 -0.5105
H -1.4234 -4.1236 -0.6306
H -1.7407 -2.7878 0.5484
H -2.3512 -2.6702 -1.1511
C -2.0180 2.5497 -0.1695
H -3.0246 2.9582 -0.3110
H -1.7972 2.4519 0.8992
H -1.2812 3.2153 -0.6267
C -3.3852 0.0330 -0.2968
H -3.2299 -0.1680 0.7621
H -4.2574 0.6751 -0.4324
H -3.5486 -0.9059 -0.8180
C 1.6693 0.0409 0.4488
O 2.5926 -0.0920 1.1421
H 1.3278 1.1939 -1.5082
O 0.0633 -1.3345 3.0129
N -0.2853 -0.2986 2.5079
O -0.4300 0.8152 2.9266
O -0.7370 -0.4613 0.9609
*
```

Summary:
* orbital gap (spin up / spin down): 5.37 / 5.10 eV
* HOMO level (spin up / spin down): -12.68 / -14.91 eV
* ⟨S²⟩: 6.04

=====

# 6
The following is a quantum chemistry calculation of an isolated molecule of ClH3N2S in a non-equilibrium geometry, from OMol25.

ORCA input file:
```
! RIJCOSX wB97M-V def2-TZVPD def2/J DEFGRID3
* xyz 0 1
N -0.6600 1.0353 0.2873
N -0.4008 -1.2831 -0.1427
S 0.4088 -0.2661 0.6842
Cl 2.1794 0.4100 -0.3284
H -0.3114 1.9978 0.0028
H -0.3063 -2.3260 0.0008
H -0.9096 0.4321 -0.5040
*
```

Summary:
* orbital gap: 10.13 eV
* ΔE to the lowest compared entry with this formula, charge and spin: 7.9 kcal/mol
* HOMO level: -9.91 eV

=====

# 7
The following is a quantum chemistry calculation of a structure of composition C22H66BaBrNO14 in a non-equilibrium geometry, from OMol25.

ORCA input file:
```
! RIJCOSX wB97M-V def2-TZVPD def2/J DEFGRID3
* xyz 0 1
Ba -0.0753 -0.1533 -0.3743
Br -1.1407 0.0517 -3.5079
N 1.8269 -2.7405 1.9777
O 2.5829 -3.2657 1.1651
O 1.7679 -3.1446 3.1131
O 1.1465 -1.8466 1.4893
C 2.8121 -3.7427 -2.6730
C 1.4773 -3.0523 -2.4267
O 1.5649 -2.2450 -1.3152
H 3.1364 -4.1124 -1.7003
H 3.5779 -3.0329 -2.9860
H 2.7588 -4.5487 -3.4048
H 0.6475 -3.7591 -2.4230
H 1.2441 -2.4324 -3.2924
H 2.0474 -2.7461 -0.6537
C 2.2808 3.8235 1.6182
C 1.5118 2.6744 2.2661
O 1.7512 1.5319 1.4908
H 1.9934 3.9523 0.5746
H 3.3339 3.5583 1.7118
H 2.1507 4.8001 2.0845
H 0.4489 2.9101 2.3192
H 1.7755 2.5158 3.3117
H 2.7025 1.4027 1.4852
C -0.6080 -4.0884 -7.2008
C -0.3152 -2.9130 -6.2395
O -1.2362 -3.0863 -5.1757
H -1.6213 -4.3505 -7.5050
H -0.2474 -4.9772 -6.6830
H 0.0071 -4.0524 -8.0999
H -0.5029 -1.9539 -6.7223
H 0.7254 -2.8121 -5.9313
H -1.2448 -2.2974 -4.6287
C -2.9966 0.1332 3.8001
C -1.7187 -0.0952 3.0167
O -1.8274 0.5070 1.7171
H -3.8594 -0.2445 3.2515
H -3.1419 1.2132 3.8274
H -3.1121 -0.2910 4.7975
H -1.6345 -1.1682 2.8443
H -0.9477 0.2414 3.7098
H -2.1422 1.4133 1.7518
C -4.3827 3.9102 1.4959
C -2.8894 4.1704 1.2354
O -2.0936 3.2513 1.9229
H -4.6753 3.9036 2.5458
H -4.6996 2.9880 1.0088
H -4.9306 4.6949 0.9742
H -2.5914 5.1752 1.5351
H -2.7023 4.1042 0.1636
H -1.9807 3.5411 2.8311
C 2.0657 -0.2918 5.2032
C 1.9013 -1.4945 6.1599
O 2.2166 -1.1855 7.5068
H 3.0737 0.1117 5.1070
H 1.4413 0.5424 5.5231
H 1.6504 -0.6024 4.2445
H 2.5655 -2.3093 5.8717
H 0.8896 -1.8980 6.1175
H 1.7975 -1.8453 8.0642
C 3.9532 0.1142 -2.7085
C 3.2999 0.6717 -1.4286
O 2.0233 1.2117 -1.7770
H 4.2042 0.9315 -3.3845
H 3.3402 -0.6140 -3.2398
H 4.8720 -0.4149 -2.4556
H 3.9048 1.3801 -0.8626
H 3.0599 -0.1509 -0.7549
H 2.2665 1.9020 -2.3982
C -1.2514 3.7508 -2.3226
C -0.3559 3.5905 -1.1065
O -0.7192 2.4334 -0.3458
H -1.0410 4.7175 -2.7802
H -2.3136 3.7998 -2.0829
H -1.0406 2.8883 -2.9548
H -0.4145 4.4962 -0.5027
H 0.6749 3.5180 -1.4532
H -1.4613 2.6293 0.2309
C -3.6701 -3.0209 -1.6745
C -2.2352 -3.0434 -1.1906
O -2.0228 -2.2450 -0.0845
H -3.9130 -2.0590 -2.1260
H -4.3933 -3.1655 -0.8719
H -3.7497 -3.8987 -2.3158
H -1.5834 -2.7836 -2.0247
H -1.9593 -4.0359 -0.8345
H -2.4060 -2.7740 0.6190
C 5.5561 -0.6677 1.6048
C 4.6534 0.0278 2.5698
O 4.6244 1.3108 2.0337
H 5.0697 -0.6832 0.6294
H 5.6946 -1.7276 1.8181
H 6.5260 -0.1726 1.5590
H 5.0448 0.0227 3.5871
H 3.6320 -0.3512 2.5356
H 5.4411 1.7855 2.2047
C -5.9260 0.4314 -0.9433
C -5.0583 0.9808 -1.9887
O -3.7884 1.0772 -1.3606
H -5.8362 0.8933 0.0399
H -5.7073 -0.6297 -0.8237
H -6.9675 0.4264 -1.2649
H -5.3473 1.9311 -2.4375
H -5.0898 0.2090 -2.7578
H -3.1458 0.9646 -2.0648
*
```

Summary:
* orbital gap: 8.46 eV
* HOMO level: -8.54 eV

=====

# 8
The following is a quantum chemistry calculation of a structure of composition C26H23Br2N3O2PtS2 in a non-equilibrium geometry, from OMol25.

ORCA input file:
```
! RIJCOSX wB97M-V def2-TZVPD def2/J DEFGRID3
* xyz 2 1
Pt -1.0470 -0.2234 0.8989
S -6.8007 3.6769 -0.7010
C -8.0357 3.4848 0.4514
C -7.6799 2.6293 1.4512
C -6.3739 2.1200 1.2761
C -5.7574 2.5974 0.1468
C -4.4226 2.2903 -0.3540
C -3.6050 1.3844 0.3491
N -2.3847 1.0386 -0.0358
C -1.8921 1.5818 -1.1787
C -2.6204 2.4979 -1.9394
C -2.0199 3.0381 -3.1291
C -0.7770 2.6758 -3.5054
C -0.0193 1.7331 -2.7293
C 1.2712 1.3173 -3.0667
C 1.9283 0.3811 -2.2929
C 1.2655 -0.1025 -1.1460
N 0.0560 0.2950 -0.7984
C -0.5946 1.1928 -1.5785
C 3.2759 -0.0855 -2.6240
C 3.8337 -1.3143 -2.3908
C 5.1610 -1.4246 -2.8711
C 5.5874 -0.2737 -3.4625
S 4.3950 0.9396 -3.4378
C -3.9006 2.8479 -1.5055
H -8.9680 4.0130 0.3336
H -8.3273 2.3761 2.2762
H -5.9190 1.4287 1.9715
H -3.9910 0.9375 1.2442
H -2.5911 3.7457 -3.7148
H -0.3296 3.0828 -4.4022
H 1.7432 1.7189 -3.9554
H 1.7438 -0.7914 -0.4758
H 3.2862 -2.1358 -1.9545
H 5.7608 -2.3204 -2.8149
H 6.5462 -0.0756 -3.9135
H -4.4786 3.5588 -2.0830
Br -2.6793 -0.0990 2.9040
C -2.7687 -1.2551 4.5009
Br -1.4803 -2.6223 4.4542
H -3.7729 -1.6606 4.4906
H -2.5922 -0.5895 5.3367
O 1.1043 -3.0705 2.7517
C 1.3455 -2.3148 1.8211
O 0.6809 -1.3486 1.3260
C 2.7484 -2.4947 1.1882
N 3.3536 -3.7206 1.8219
C 4.7379 -3.3930 2.3207
C 5.0735 -2.0719 1.6403
C 3.7203 -1.3671 1.5514
H 2.6582 -2.6448 0.1167
H 3.3454 -4.5259 1.2001
H 2.6572 -3.9069 2.5847
H 5.4191 -4.2015 2.0715
H 4.6898 -3.2922 3.4026
H 5.4728 -2.2466 0.6395
H 5.8089 -1.5050 2.2061
H 3.7136 -0.5659 0.8150
H 3.4454 -0.9401 2.5181
*
```

Summary:
* orbital gap: 6.79 eV
* ΔE to the lowest compared entry with this formula, charge and spin: 14.4 kcal/mol
* HOMO level: -12.97 eV

=====

# 9
The following is a quantum chemistry calculation of an isolated molecule of C4H9NO3S in a non-equilibrium geometry, from OMol25.

ORCA input file:
```
! RIJCOSX wB97M-V def2-TZVPD def2/J DEFGRID3
* xyz 0 1
N 2.2014 0.4223 0.7569
C 0.9612 0.4054 0.0853
O 0.8636 1.4911 -0.7876
C 0.6840 -0.8853 -0.7139
C -0.7829 -0.8171 -1.1117
S -1.7930 -0.0047 0.1573
O -2.7698 -0.8109 0.7717
O -2.2026 1.2013 -0.4545
C -0.4992 0.3218 1.2208
H 2.1368 1.2064 1.4551
H 2.4117 -0.3909 1.1890
H -0.0365 1.5743 -1.0170
H 0.7739 -1.8552 -0.2756
H 1.1904 -0.8293 -1.6399
H -0.9633 -0.0048 -1.7806
H -1.1859 -1.6707 -1.4953
H -0.3695 -0.5717 1.6781
H -0.6203 1.2180 1.9620
*
```

Summary:
* orbital gap: 10.33 eV
* ΔE to the lowest compared entry with this formula, charge and spin: 40.8 kcal/mol
* HOMO level: -9.73 eV

=====

# 10
The following is a quantum chemistry calculation of a cluster of 2 separate species, H3O2PS2 in total in a non-equilibrium geometry, from OMol25.

ORCA input file:
```
! RIJCOSX wB97M-V def2-TZVPD def2/J DEFGRID3
* xyz 0 1
O 0.4598 0.7345 -1.2768
O 0.0527 1.7101 0.8807
P 0.4550 0.3283 0.2323
S 3.3918 -0.5679 0.2301
S -1.6090 -0.7012 0.5454
H 0.9085 0.0386 -1.9349
H -0.5532 2.1999 0.2670
H -1.8398 0.3739 1.3685
*
```

Summary:
* orbital gap (spin up / spin down): 6.73 / 6.74 eV
* ΔE to the lowest compared entry with this formula, charge and spin: 90.3 kcal/mol
* HOMO level (spin up / spin down): -9.04 / -9.21 eV